# C15H25ClN5P

A cluster of 2 separate species, C15H25ClN5P in total (ωB97M-V with the def2-TZVPD basis set, OMol25).

Last column: Löwdin charge in e.
Atoms and positions in Å:
C 3.399 0.196 0.088  -0.353
P 2.908 -1.562 -0.348  0.569
Cl 2.099 -1.370 -2.286  0.171
C 4.552 -2.450 -0.387  -0.354
C 4.625 -3.656 -1.342  -0.736
N 5.990 -4.245 -1.106  0.054
N 4.496 -3.297 -2.752  0.043
N 3.673 -4.706 -0.971  0.075
H 3.637 0.304 1.149  0.037
H 4.298 0.439 -0.508  0.034
H 2.643 0.921 -0.235  0.011
H 4.733 -2.840 0.623  0.097
H 5.338 -1.700 -0.593  0.080
H 6.602 -3.448 -0.981  0.061
H 6.278 -4.782 -1.909  0.071
H 5.008 -2.446 -2.921  0.069
H 4.803 -4.046 -3.349  0.076
H 3.387 -5.198 -1.809  0.070
H 4.218 -5.385 -0.456  0.072
C -0.657 0.046 -3.359  -0.004
N -1.296 0.566 -2.129  -0.063
C -1.403 1.893 -1.957  0.028
C -2.027 2.411 -0.840  0.058
C -2.558 1.554 0.122  -0.133
C -2.409 0.184 -0.079  0.061
C -1.773 -0.286 -1.211  0.037
C -3.281 2.067 1.308  -0.127
C -4.598 1.685 1.555  0.060
C -5.250 2.131 2.687  0.033
N -4.626 2.933 3.565  -0.074
C -3.363 3.337 3.345  0.027
C -2.673 2.921 2.225  0.062
C -5.317 3.369 4.801  0.055
H 0.346 0.457 -3.421  0.073
H -1.260 0.356 -4.211  0.119
H -0.610 -1.036 -3.311  0.081
H -0.993 2.527 -2.732  0.161
H -2.111 3.485 -0.742  0.143
H -2.781 -0.531 0.643  0.145
H -1.645 -1.344 -1.394  0.159
H -5.132 1.041 0.868  0.145
H -6.270 1.848 2.905  0.156
H -2.918 3.987 4.086  0.161
H -1.652 3.253 2.091  0.145
H -5.323 4.456 4.825  0.118
H -4.772 2.965 5.652  0.120
H -6.335 2.993 4.802  0.108

Output
net charge = +2
HOMO level = -12.26 eV
LUMO energy = -7.60 eV

---

# C33H24FN6S5V

A structure of composition C33H24FN6S5V (ωB97M-V with the def2-TZVPD basis set, OMol25).

Last column: Löwdin charge in e.
Atoms and positions in Å:
V 0.577 -0.167 -0.404  0.551
C 2.979 -0.485 4.534  -0.096
C 3.108 -1.778 4.036  -0.102
C 2.059 -2.332 3.341  -0.042
C 0.902 -1.568 3.136  -0.358
N 0.761 -0.340 3.628  0.123
C 1.789 0.175 4.303  -0.174
N -0.180 -2.199 2.536  0.182
C -0.984 -1.752 1.653  -0.316
N -0.969 -0.612 0.818  0.029
C -2.247 -0.491 0.274  -0.301
N -2.807 0.399 -0.448  0.166
C -2.614 1.752 -0.610  -0.348
C -2.580 2.266 -1.917  -0.025
C -2.591 3.629 -2.089  -0.097
C -2.626 4.455 -0.968  -0.109
C -2.624 3.848 0.275  -0.169
N -2.625 2.531 0.470  0.139
C -3.011 -1.739 0.564  -0.107
C -4.281 -2.129 0.181  -0.017
C -4.740 -3.351 0.655  -0.098
C -3.953 -4.134 1.505  -0.095
C -2.690 -3.712 1.900  -0.011
C -2.238 -2.507 1.397  -0.108
H 3.780 -0.002 5.078  0.087
H 4.023 -2.341 4.179  0.100
H 2.107 -3.328 2.923  0.112
H 1.647 1.188 4.670  0.097
H -2.524 1.580 -2.752  0.104
H -2.553 4.050 -3.087  0.098
H -2.620 5.533 -1.052  0.086
H -2.611 4.454 1.175  0.097
H -4.875 -1.499 -0.468  0.108
H -5.723 -3.706 0.365  0.088
H -4.337 -5.083 1.859  0.089
H -2.067 -4.296 2.564  0.110
S 6.237 -4.829 1.058  0.368
C 4.932 -3.843 0.703  -1.545
S 3.464 -4.400 0.016  0.870
C 2.594 -2.880 -0.071  -1.166
C 3.290 -1.821 0.408  -1.098
S 2.667 -0.191 0.540  0.643
S 4.903 -2.156 0.978  0.871
S 0.999 -2.847 -0.724  0.563
C 2.835 0.986 -2.726  -0.071
C 1.518 0.468 -3.212  -0.392
C 1.115 0.416 -4.525  -0.100
C -0.120 -0.282 -4.551  -0.102
C -0.411 -0.617 -3.250  -0.383
C -1.547 -1.487 -2.805  -0.063
N 0.579 -0.145 -2.407  -0.059
H 3.351 1.447 -3.572  0.068
H 3.463 0.181 -2.338  0.060
H 2.747 1.726 -1.929  0.042
H 1.677 0.801 -5.364  0.077
H -0.716 -0.544 -5.414  0.077
H -1.900 -2.060 -3.665  0.072
H -2.395 -0.935 -2.401  0.043
H -1.226 -2.205 -2.046  0.022
F 1.188 5.948 0.798  -0.005
C 1.009 4.616 0.513  -0.304
C 0.918 4.222 -0.801  -0.041
C 0.727 2.868 -1.073  -0.138
C 0.644 1.887 -0.077  -0.282
C 0.712 2.374 1.239  -0.141
C 0.897 3.717 1.551  -0.038
H 0.982 4.960 -1.592  0.106
H 0.651 2.572 -2.116  0.088
H 0.602 1.678 2.056  0.061
H 0.949 4.065 2.576  0.103

Output
multiplicity = 3
net charge = -2
HOMO level (alpha / beta) = -1.60 / -1.68 eV
LUMO energy (alpha / beta) = 4.30 / 4.30 eV

---

# C39H54ClMoN7O7P2S4

A structure of composition C39H54ClMoN7O7P2S4 (ωB97M-V with the def2-TZVPD basis set, OMol25).

Last column: Löwdin charge in e.
Atoms and positions in Å:
Mo 0.556 0.225 -0.206  1.164
C 0.360 5.361 2.469  -0.081
N 0.743 3.952 2.327  -0.273
C 1.732 3.547 3.332  -0.083
P -0.364 2.791 1.965  0.516
O 0.315 1.564 1.441  -0.440
O -1.219 3.551 0.838  -0.252
P -1.347 3.217 -0.730  0.496
O -0.706 1.916 -1.112  -0.495
N -2.931 3.322 -1.025  -0.284
C -3.480 2.667 -2.216  -0.064
C -3.935 3.799 -0.077  -0.071
N -0.499 4.449 -1.421  -0.287
C -0.049 4.256 -2.804  -0.107
C -1.057 5.787 -1.202  -0.086
N -1.279 2.443 3.251  -0.266
C -2.321 3.400 3.641  -0.061
C -1.519 1.074 3.738  -0.050
H 1.233 5.982 2.271  0.094
H 0.007 5.586 3.480  0.092
H -0.411 5.627 1.753  0.061
H 2.592 4.213 3.258  0.091
H 2.073 2.530 3.145  0.053
H 1.332 3.610 4.349  0.096
H -2.683 2.253 -2.831  0.079
H -4.047 3.389 -2.805  0.095
H -4.131 1.845 -1.920  0.086
H -3.473 4.328 0.750  0.072
H -4.509 2.959 0.320  0.089
H -4.613 4.486 -0.585  0.097
H 0.340 3.250 -2.940  0.048
H 0.750 4.967 -3.015  0.091
H -0.858 4.431 -3.522  0.093
H -1.421 5.895 -0.182  0.065
H -1.883 5.998 -1.889  0.095
H -0.274 6.528 -1.359  0.096
H -2.056 4.416 3.354  0.073
H -2.439 3.378 4.723  0.099
H -3.273 3.134 3.174  0.094
H -0.793 0.383 3.319  0.070
H -2.520 0.741 3.475  0.086
H -1.416 1.081 4.824  0.098
S 2.545 -0.902 -1.165  0.825
C 2.196 -1.531 -2.662  -0.587
N 3.007 -2.369 -3.275  -0.053
C 2.558 -3.027 -4.510  -0.073
C 1.801 -2.034 -5.340  -0.072
N 0.701 -1.458 -4.553  -0.065
C -0.534 -1.143 -5.311  -0.087
C -1.195 -2.407 -5.793  -0.232
C -1.827 -3.244 -4.875  -0.032
C -2.424 -4.418 -5.302  -0.059
C -2.397 -4.760 -6.650  -0.062
C -1.776 -3.928 -7.568  -0.059
C -1.173 -2.751 -7.139  -0.047
C 0.865 -1.211 -3.281  -0.575
S -0.357 -0.627 -2.289  0.844
C 4.238 -2.816 -2.574  -0.111
C 5.078 -3.743 -3.396  -0.257
C 4.836 -5.113 -3.370  -0.041
C 5.591 -5.970 -4.157  -0.056
C 6.595 -5.459 -4.971  -0.060
C 6.847 -4.095 -4.993  -0.060
C 6.090 -3.238 -4.205  -0.041
H 1.935 -3.889 -4.257  0.154
H 3.428 -3.382 -5.057  0.135
H 1.366 -2.535 -6.203  0.134
H 2.448 -1.226 -5.690  0.153
H -0.237 -0.509 -6.147  0.141
H -1.193 -0.576 -4.660  0.092
H -1.866 -2.967 -3.825  0.109
H -2.922 -5.062 -4.589  0.113
H -2.872 -5.673 -6.984  0.113
H -1.763 -4.188 -8.617  0.113
H -0.698 -2.094 -7.859  0.118
H 3.916 -3.287 -1.639  0.130
H 4.794 -1.915 -2.311  0.115
H 4.065 -5.513 -2.720  0.120
H 5.406 -7.035 -4.127  0.113
H 7.186 -6.127 -5.583  0.114
H 7.640 -3.699 -5.614  0.112
H 6.294 -2.173 -4.214  0.117
O -2.962 -0.278 -1.021  -0.347
Cl -2.707 -0.169 0.384  0.736
O -3.511 -1.035 1.165  -0.238
O -1.260 -0.612 0.619  -0.506
O -2.803 1.197 0.830  -0.339
C 1.520 -5.403 0.669  -0.068
C 0.801 -4.607 -0.249  -0.067
C 0.700 -3.257 -0.065  -0.087
C 1.310 -2.609 1.039  -0.218
C 1.259 -1.182 1.236  -0.312
C 1.725 -0.687 2.434  -0.174
C 2.330 -1.513 3.411  -0.066
C 2.479 -2.844 3.181  -0.015
C 1.966 -3.424 1.991  -0.158
C 2.075 -4.820 1.770  -0.021
H 1.596 -6.472 0.519  0.109
H 0.296 -5.076 -1.085  0.106
H 0.097 -2.675 -0.750  0.049
H 1.664 0.369 2.644  0.043
H 2.678 -1.073 4.338  0.111
H 2.961 -3.484 3.910  0.121
H 2.595 -5.421 2.507  0.119
S 2.086 2.176 -0.853  0.713
C 3.583 2.197 -0.073  -1.022
N 4.483 3.130 -0.339  -0.045
C 5.687 3.192 0.491  -0.177
C 5.764 1.859 1.241  -0.360
S 4.101 1.115 1.163  1.001
H 4.267 3.857 -1.005  0.151
H 5.621 4.038 1.176  0.127
H 6.559 3.332 -0.145  0.130
H 6.021 2.000 2.286  0.087
H 6.473 1.169 0.791  0.086

Output
multiplicity = 3
net charge = +2
relative energy (zero: lowest compared OMol25 entry of this formula, charge and spin) = 54.6 kcal/mol
HOMO level (alpha / beta) = -12.05 / -12.22 eV
LUMO energy (alpha / beta) = -5.87 / -6.11 eV

---

# C33H53BaN2O2P2S

A structure of composition C33H53BaN2O2P2S (ωB97M-V with the def2-TZVPD basis set, OMol25).

Last column: Löwdin charge in e.
Atoms and positions in Å:
C -0.616 2.339 1.822  -0.371
C -1.544 2.597 -0.294  -0.395
C -1.244 3.499 2.281  -0.079
C -2.009 3.917 0.075  -0.045
C -1.876 4.340 1.380  -0.080
H -1.120 3.729 3.317  0.096
H -2.494 4.465 -0.724  0.106
H -2.338 5.251 1.723  0.105
N -0.756 1.865 0.580  0.002
P 1.658 0.485 2.238  0.978
P -2.031 0.361 -2.127  0.947
C 0.302 1.651 2.833  -0.272
H 0.839 2.460 3.352  0.068
H -0.281 1.105 3.601  0.080
C 2.176 -3.517 -1.072  0.018
O 2.883 -4.273 -1.579  0.060
C -1.838 2.099 -1.598  -0.372
H -1.710 2.893 -2.379  0.048
C -1.377 0.091 -4.001  -0.658
C -3.927 0.433 -1.881  -0.697
C 3.126 1.691 2.107  -0.698
C 1.755 -0.827 3.639  -0.709
C -0.102 -0.769 -4.100  -0.124
H -0.232 -1.783 -3.689  0.069
H 0.134 -0.897 -5.170  0.091
H 0.779 -0.300 -3.644  0.042
C -2.472 -0.646 -4.790  -0.110
H -2.669 -1.643 -4.371  0.079
H -3.416 -0.095 -4.869  0.061
H -2.116 -0.808 -5.817  0.087
C -1.081 1.480 -4.573  -0.107
H -0.754 1.378 -5.622  0.091
H -1.972 2.120 -4.573  0.080
H -0.275 1.994 -4.024  0.056
C -4.578 -0.915 -2.194  -0.106
H -4.155 -1.707 -1.562  0.057
H -5.653 -0.834 -1.983  0.086
H -4.465 -1.200 -3.242  0.053
C -4.213 0.766 -0.390  -0.085
H -3.595 0.143 0.278  0.060
H -4.006 1.825 -0.174  0.075
H -5.266 0.549 -0.123  0.089
C -4.395 1.553 -2.813  -0.111
H -3.706 2.416 -2.752  0.054
H -4.438 1.242 -3.876  0.068
H -5.396 1.918 -2.510  0.092
C 2.846 -1.838 3.255  -0.096
H 2.838 -2.665 3.977  0.091
H 2.690 -2.267 2.253  0.067
H 3.844 -1.384 3.279  0.069
C 0.385 -1.533 3.745  -0.104
H -0.384 -0.873 4.172  0.080
H -0.001 -1.935 2.791  0.041
H 0.486 -2.387 4.434  0.095
C 2.064 -0.171 4.978  -0.095
H 1.993 -0.934 5.764  0.094
H 3.075 0.234 5.032  0.059
H 1.348 0.622 5.215  0.085
C 2.711 2.867 1.214  -0.089
H 3.607 3.350 0.786  0.098
H 2.094 2.551 0.367  0.040
H 2.164 3.635 1.780  0.093
C 4.290 0.917 1.460  -0.102
H 3.999 0.464 0.500  0.065
H 5.124 1.609 1.267  0.091
H 4.674 0.121 2.112  0.064
C 3.553 2.226 3.471  -0.096
H 2.729 2.688 4.025  0.079
H 4.017 1.458 4.095  0.063
H 4.315 3.003 3.314  0.098
Ba 0.127 -0.832 -0.179  1.448
N 1.839 0.869 -1.616  0.055
C 2.332 1.847 -2.091  -0.125
C 2.469 3.091 -2.783  -0.225
C 3.658 3.372 -3.512  -0.019
C 1.358 3.959 -2.846  -0.027
C 3.788 4.649 -4.108  -0.061
H 4.438 2.597 -3.618  0.124
C 1.486 5.228 -3.401  -0.050
H 0.379 3.658 -2.457  0.099
C 2.718 5.580 -4.012  -0.053
H 4.740 4.963 -4.608  0.121
H 0.646 5.930 -3.336  0.118
H 2.852 6.609 -4.391  0.114
C -3.627 -3.333 2.183  -0.209
S -2.665 -3.487 0.616  0.886
C -1.406 -4.684 1.024  -0.249
O -1.909 -2.141 0.516  -0.876
H -2.917 -3.116 2.993  0.058
H -4.237 -4.219 2.436  0.071
H -4.327 -2.492 2.040  0.065
H -1.785 -5.691 0.849  0.066
H -0.567 -4.518 0.348  0.040
H -1.065 -4.613 2.055  0.063

Output
net charge = +1
relative energy (zero: lowest compared OMol25 entry of this formula, charge and spin) = 0.0 kcal/mol
HOMO level (alpha / beta) = -7.65 / -7.65 eV
LUMO energy (alpha / beta) = -2.54 / -2.53 eV